[1]
Here is a cluster of 2 separate species, C3H10OS in total from the OMol25 dataset. Energies are from ωB97M-V/def2-TZVPD.

The geometry in XYZ format:
```
15
Properties=species:S:1:pos:R:3:forces:R:3:mulliken_spin:R:1
S -0.598954 -1.063855 -0.121244 1.3 -0.9 -0.1 0.260
O 3.243848 0.623336 0.791694 2.2 2.2 -1.7 -0.338
C -3.011768 -0.680063 1.065416 -0.3 2.0 -1.5 0.440
C -2.213020 -0.282001 -0.191099 1.2 -0.3 0.9 1.169
C 3.433423 0.965503 -0.626039 2.1 4.1 2.4 0.828
H 0.047993 -0.525187 -1.288446 -0.6 -0.1 0.5 -0.007
H 2.673958 1.743577 -0.943506 0.9 -1.0 0.2 -0.194
H -1.889154 0.733590 -0.343694 -1.0 0.8 0.2 -0.465
H -3.894177 0.011386 1.135550 0.8 -0.4 0.5 -0.093
H 2.627873 -0.053899 0.788081 -2.1 -2.1 0.1 0.056
H -2.673435 -0.707308 -1.035552 -0.9 0.0 -1.2 -0.188
H 4.558825 1.435301 -0.733204 -2.7 -0.9 0.4 -0.032
H -2.358449 -0.731191 1.908769 0.0 0.3 0.8 -0.250
H 3.453648 0.164712 -1.258957 -0.4 -2.3 -1.5 -0.116
H -3.400617 -1.633895 0.852238 -0.5 -1.4 0.0 -0.070
```
Forces are in eV/Å.

Results
E_LUMO (alpha / beta) (eV): 3.9 / 3.8
Orbital gap (alpha / beta) (eV): 2.93 / 8.64
Net charge: -1
Multiplicity: 2
HOMO energy (alpha / beta) (eV): 0.9359 / -4.8133

***

[2]
Here is a cluster of 2 separate species, C3H10OS in total from the OMol25 dataset. Energies are from ωB97M-V/def2-TZVPD.

The geometry in XYZ format:
```
15
Properties=species:S:1:pos:R:3:forces:R:3:lowdin_charge:R:1
S -0.973060 1.751977 1.705942 1.6 -1.1 -1.9 0.608
O -0.022603 2.372936 -2.249143 -1.7 -3.0 1.0 -0.141
C 0.097525 -0.347143 -0.034802 -1.6 -3.6 0.4 -0.339
C -0.610648 -0.075806 1.269874 -3.6 -0.8 2.5 -0.574
C 0.819229 -1.754278 0.073963 3.2 1.8 -2.0 -0.105
H -1.646775 -0.740528 1.356411 2.1 2.1 -0.7 0.127
H 1.702638 -1.787068 0.772597 -1.4 0.1 -0.1 0.081
H 0.048632 -2.448569 0.255240 -0.5 -1.1 0.5 0.041
H 0.177754 1.464197 -2.657238 -0.3 2.1 0.7 0.063
H 1.380630 -2.049242 -0.914330 -1.5 0.6 1.4 0.099
H -0.697223 -0.610731 -0.762338 0.2 0.6 0.2 0.106
H -0.249770 -0.435085 2.251956 1.2 0.0 -1.0 0.046
H 0.562983 0.482551 -0.448255 1.6 1.3 -0.4 0.036
H 0.187465 2.075670 0.970283 -1.3 0.1 1.0 -0.115
H -0.776778 2.101122 -1.590166 2.0 1.0 -1.7 0.066
```
Forces are in eV/Å.

Results
E_LUMO (eV): 0.7
Orbital gap (eV): 9.84
SMILES: CCCS.O
Net charge: 0
HOMO energy (eV): -9.1292

***

[3]
Here is a cluster of 2 separate species, C3H10OS in total from the OMol25 dataset. Energies are from ωB97M-V/def2-TZVPD.

The geometry in XYZ format:
```
15
Properties=species:S:1:pos:R:3:forces:R:3:lowdin_charge:R:1
S -1.926598 4.027901 -1.649405 0.0 0.2 0.2 0.611
O -0.656969 2.860257 1.875155 0.0 -0.1 -0.8 -0.108
C -3.469484 3.529393 -0.842414 -0.6 -0.1 0.3 -0.504
C -0.148725 1.526261 1.927877 0.2 0.1 0.4 -0.333
C -1.031556 0.535501 1.189876 -0.2 -0.1 0.0 -0.102
H 0.885182 1.490203 1.533955 -0.3 0.0 0.1 0.111
H -3.637955 2.471225 -1.104160 0.1 0.5 0.1 0.028
H -0.632870 -0.487131 1.298904 -0.2 0.3 -0.1 0.075
H -1.920643 5.303840 -1.208445 0.0 -0.3 -0.1 -0.146
H -0.697484 3.124410 0.932292 0.0 -0.1 0.7 0.047
H -2.055129 0.559642 1.600141 0.4 0.0 -0.2 0.078
H -1.077079 0.782711 0.115905 0.0 -0.1 0.3 0.070
H -3.409503 3.614953 0.255629 0.1 -0.1 -0.5 0.029
H -0.106941 1.278629 3.006017 0.0 0.1 -0.5 0.115
H -4.331473 4.120507 -1.194786 0.4 -0.3 0.0 0.029
```
Forces are in eV/Å.

Results
E_LUMO (eV): 0.8
Orbital gap (eV): 10.16
SMILES: CCO.CS
Net charge: 0
HOMO energy (eV): -9.3581

***

[4]
Here is a cluster of 2 separate species, C3H10OS in total from the OMol25 dataset. Energies are from ωB97M-V/def2-TZVPD.

The geometry in XYZ format:
```
15
Properties=species:S:1:pos:R:3:forces:R:3:lowdin_charge:R:1
S 0.310002 -1.193405 -0.257702 0.2 -0.9 -0.2 0.793
O 1.185128 0.526291 2.793926 0.1 -1.1 0.3 -0.099
C 0.531987 0.899026 -2.005542 -1.5 0.4 -0.2 -0.174
C -0.765435 -0.817270 1.096263 -1.0 0.9 0.6 -0.480
C -0.491371 -0.186652 -1.527554 1.1 -0.1 -0.6 -0.540
H 0.978489 -0.092138 2.056973 0.6 0.7 0.9 -0.031
H 1.227355 -0.045842 3.593382 0.0 0.6 -0.9 0.057
H 0.135665 1.220424 -2.983421 0.4 0.3 0.3 0.064
H -0.757418 -0.882272 -2.346569 0.1 0.5 0.3 0.063
H -1.429910 0.261498 -1.148401 0.6 -0.1 -0.1 0.080
H -0.584786 0.253933 1.287326 -0.7 -0.4 0.3 0.032
H 1.600794 0.653032 -2.122745 -0.7 -0.5 0.2 0.067
H 0.439908 1.738150 -1.295606 0.3 -0.2 -0.4 0.070
H -0.551043 -1.380455 2.020091 0.0 0.1 -0.6 0.049
H -1.829365 -0.954320 0.839579 0.4 -0.1 0.1 0.050
```
Forces are in eV/Å.

Results
E_LUMO (eV): 0.8
Orbital gap (eV): 9.34
SMILES: CCSC.O
Net charge: 0
HOMO energy (eV): -8.5417

***

[5]
Here is a cluster of 2 separate species, C3H10OS in total from the OMol25 dataset. Energies are from ωB97M-V/def2-TZVPD.

The geometry in XYZ format:
```
15
Properties=species:S:1:pos:R:3:forces:R:3:lowdin_charge:R:1
S -0.932863 -0.069562 2.043112 0.3 0.2 -0.3 0.667
O 1.450714 -3.750472 0.491253 -0.1 0.1 -0.3 -0.063
C -0.256541 1.029657 0.715442 0.0 0.3 1.1 -0.579
C -0.436058 1.521822 -1.759268 -0.2 0.0 -0.2 -0.106
C -0.527082 0.459459 -0.652912 -0.5 0.3 -0.3 -0.337
H -1.210480 1.428189 -2.531259 0.0 -0.1 0.3 0.072
H 0.175109 -0.341070 -0.853414 -0.1 -0.3 0.0 0.101
H 0.799739 1.134855 0.946842 0.2 0.0 -0.3 0.066
H -0.509525 2.520082 -1.332970 -0.1 0.1 -0.1 0.063
H -1.541762 0.046108 -0.629322 0.2 -0.1 -0.1 0.094
H -0.070266 0.351283 2.977951 -0.1 -0.1 0.1 -0.163
H -0.696327 2.025212 0.859357 -0.1 -0.3 -0.2 0.067
H 0.501910 1.457688 -2.293555 0.4 0.1 0.0 0.063
H 1.752035 -4.624439 0.749345 0.0 0.0 0.2 0.029
H 1.501395 -3.188815 1.269404 0.0 -0.1 0.1 0.026
```
Forces are in eV/Å.

Results
E_LUMO (eV): 0.8
Orbital gap (eV): 9.81
SMILES: CCCS.O
Net charge: 0
HOMO energy (eV): -9.0397

***

[6]
Here is a cluster of 2 separate species, C3H10OS in total from the OMol25 dataset. Energies are from ωB97M-V/def2-TZVPD.

The geometry in XYZ format:
```
15
Properties=species:S:1:pos:R:3:forces:R:3:lowdin_charge:R:1
S 0.817665 -0.880503 0.835407 -0.3 0.1 0.2 0.651
O -2.340845 -0.422890 0.176839 -0.3 -0.1 -0.1 -0.161
C 2.145761 1.202886 -0.561586 0.2 0.3 0.3 -0.186
C 1.238817 -0.008957 -0.750674 -0.1 -0.5 -0.3 -0.599
C -2.200084 0.845030 -0.425949 -0.3 1.4 -0.4 -0.189
H 1.846178 -0.738730 -1.290174 -0.4 0.0 -0.2 0.050
H 1.675664 2.146766 -0.275249 -0.4 -0.3 0.2 0.062
H -2.087637 0.783641 -1.538001 0.7 -0.2 0.9 0.087
H -3.240231 -0.561040 0.482197 0.0 0.1 -0.1 0.083
H -0.465782 -1.383816 0.690683 1.0 0.7 -0.4 -0.144
H 0.341315 0.225464 -1.321184 0.0 -0.1 0.1 0.043
H 2.837291 0.933100 0.247407 0.3 0.4 -0.4 0.058
H 2.677579 1.468428 -1.500722 -0.1 -0.6 0.6 0.079
H -3.090021 1.499261 -0.393037 -0.1 -0.5 0.6 0.076
H -1.410574 1.429420 0.117936 -0.3 -0.7 -0.9 0.089
```
Forces are in eV/Å.

Results
E_LUMO (eV): 0.8
Orbital gap (eV): 9.37
SMILES: CCS.CO
Net charge: 0
HOMO energy (eV): -8.5918

***

[7]
Here is a cluster of 3 separate species, C3H10OS2 in total from the OMol25 dataset. Energies are from ωB97M-V/def2-TZVPD.

The geometry in XYZ format:
```
16
Properties=species:S:1:pos:R:3:forces:R:3:lowdin_charge:R:1
S -0.586267 -2.121890 -0.333808 0.5 0.3 -0.4 0.743
S 0.847892 1.469025 0.586479 0.2 -1.4 -0.5 0.710
O -0.192381 2.004815 -2.333139 0.2 -0.4 0.6 -0.113
C 0.875003 -0.091185 1.441312 -1.6 1.3 1.0 -0.722
C -0.505564 -0.724165 -1.370190 -1.2 -0.8 -0.2 -0.593
C -0.550029 -0.423386 2.034203 0.9 0.0 -0.5 -0.242
H -0.598266 -1.495585 2.235917 -0.1 0.1 0.3 0.034
H -1.278732 -0.210541 1.234916 0.2 0.0 0.6 0.027
H -0.393685 2.926057 -2.180519 -0.1 0.4 -0.1 0.031
H 0.395279 -0.148622 -1.043997 0.5 0.7 0.3 -0.015
H 0.075426 1.697209 -1.434707 -0.3 0.3 -0.9 -0.119
H -1.362232 -0.038303 -1.408102 0.3 -0.3 0.4 0.052
H -0.295057 -1.081836 -2.375663 0.4 0.3 -0.2 0.048
H -0.805057 0.140670 2.926324 0.1 0.2 0.0 0.065
H 1.689137 0.115611 2.151887 -0.2 -0.7 0.2 0.060
H 1.209834 -0.979834 0.873281 0.0 -0.2 -0.7 0.034
```
Forces are in eV/Å.

Results
E_LUMO (eV): -3.7
Orbital gap (eV): 5.15
Net charge: 0
HOMO energy (eV): -8.8175

***

[8]
Here is a cluster of 2 separate species, C3H10OS2 in total from the OMol25 dataset. Energies are from ωB97M-V/def2-TZVPD.

The geometry in XYZ format:
```
16
Properties=species:S:1:pos:R:3:forces:R:3:lowdin_charge:R:1
S 0.415889 -2.137770 -1.221579 -2.3 -1.4 0.2 0.274
S 0.651927 -2.650038 0.808103 0.4 -0.6 -1.1 0.432
O -2.568310 1.336496 -3.997511 2.1 -0.6 2.3 -0.055
C 0.561240 0.129125 0.831273 0.5 0.9 1.0 -0.372
C 0.310982 -1.145100 1.689560 -0.3 2.0 1.3 -0.618
C 1.051924 1.406667 1.630913 0.8 -1.0 -0.9 -0.104
H -0.953137 -2.665836 -1.504031 2.4 1.0 0.7 -0.103
H 1.276509 -0.121256 0.055669 0.2 0.2 0.1 0.025
H -0.740507 -1.158304 2.003902 0.2 0.0 0.0 0.061
H 0.911324 -1.082220 2.687587 -0.7 -0.5 -1.9 0.103
H -2.476864 1.417215 -4.911094 -0.4 0.4 -2.7 -0.013
H 1.462879 1.040138 2.599419 0.3 0.7 -0.7 0.060
H -1.604996 1.148328 -3.802456 -1.6 0.2 0.4 0.068
H -0.322778 0.488798 0.321928 -0.4 -0.6 -0.3 0.086
H 1.822404 1.937286 0.940600 -1.3 -0.6 1.7 0.097
H 0.201513 2.056471 1.867718 0.3 0.0 -0.2 0.058
```
Forces are in eV/Å.

Results
E_LUMO (eV): 0.2
Orbital gap (eV): 9.21
SMILES: CCCSS.O
Net charge: 0
HOMO energy (eV): -9.0007

***

[9]
Here is a cluster of 2 separate species, C3H10OS2 in total from the OMol25 dataset. Energies are from ωB97M-V/def2-TZVPD.

The geometry in XYZ format:
```
16
Properties=species:S:1:pos:R:3:forces:R:3:lowdin_charge:R:1
S 1.530379 -0.462057 -0.143241 -1.3 -0.4 -0.6 0.317
S 0.747460 0.959371 1.069052 -2.3 -0.2 1.5 0.354
O -1.619039 -2.106868 -0.240104 1.0 -1.0 -0.8 -0.110
C 1.764989 2.327901 1.036760 3.2 2.2 -0.7 -0.584
C -1.970642 -0.059658 -1.676681 0.8 -0.4 3.0 -0.085
C -2.553812 -1.212579 -0.758120 0.0 3.0 2.2 -0.345
H 1.368366 3.172650 1.669051 0.1 -1.0 -0.8 0.057
H -3.040674 -0.767808 0.184924 0.6 -0.3 -1.5 0.136
H -1.044705 -0.482561 -2.142051 -1.1 0.6 -0.4 0.065
H 0.142376 -0.610276 -0.305886 1.6 -0.9 -0.6 -0.211
H 2.098404 2.700824 0.003037 -1.0 -0.4 1.3 0.064
H -3.312795 -1.749532 -1.213729 -1.6 -1.0 -1.3 0.073
H -1.581772 0.764875 -0.934292 -0.8 -1.2 -1.7 0.076
H -1.477624 -2.748954 -0.962827 0.3 0.2 0.8 0.105
H -2.807792 0.280072 -2.294027 0.7 0.2 -0.3 0.065
H 2.719903 2.004651 1.491901 -0.2 0.5 0.0 0.023
```
Forces are in eV/Å.

Results
E_LUMO (eV): 0.7
Orbital gap (eV): 8.55
SMILES: CCO.CSS
Net charge: 0
HOMO energy (eV): -7.8818

***

[10]
Here is a cluster of 2 separate species, C3H10S in total from the OMol25 dataset. Energies are from ωB97M-V/def2-TZVPD.

The geometry in XYZ format:
```
14
Properties=species:S:1:pos:R:3:forces:R:3:mulliken_spin:R:1
S -2.495031 -0.256467 -0.065611 -0.5 0.1 0.3 0.967
C 5.311189 -2.626168 0.167664 0.1 0.0 -0.4 0.000
C -3.436336 2.216847 0.598646 -0.2 -0.3 0.2 0.040
C -2.994332 1.432236 -0.596651 1.9 -1.1 -1.3 -0.062
H 4.791879 -1.674416 0.247115 0.2 0.1 0.6 0.000
H -3.646605 1.297267 -1.464918 -0.5 0.0 0.3 0.057
H -1.380224 -0.493777 -0.791738 -0.1 0.2 -0.2 -0.013
H 5.785736 -2.588103 -0.811696 -0.2 -0.5 -0.2 0.000
H -4.514708 2.105835 0.689229 0.1 0.3 0.4 -0.005
H -2.918995 1.850411 1.488991 -0.3 0.1 0.1 -0.014
H -3.120047 3.247348 0.473905 -0.3 0.2 -0.1 0.009
H -2.064048 1.740807 -1.092562 -0.1 0.5 0.4 0.020
H 4.578144 -3.416622 0.279283 -0.1 -0.2 -0.4 0.000
H 6.103381 -2.835193 0.878339 -0.1 0.5 0.4 0.000
```
Forces are in eV/Å.

Results
E_LUMO (alpha / beta) (eV): -4.2 / -9.3
Orbital gap (alpha / beta) (eV): 10.30 / 5.21
Net charge: +1
Multiplicity: 2
HOMO energy (alpha / beta) (eV): -14.5135 / -14.5135